1.
C36H102N6O18 | ωB97M-V/def2-TZVPD

Each line ends with the Mulliken charge.
Element x y z (Å)
C: 3.34 1.74 2.45  -0.689
O: 2.76 2.98 2.76  0.020
C: 3.74 3.84 3.27  -1.169
C: 4.35 4.70 2.22  1.727
C: 5.54 5.61 2.59  -1.780
N: 3.37 5.69 1.74  -0.728
H: 4.04 1.45 3.24  0.406
H: 3.94 1.63 1.55  0.123
H: 2.59 0.96 2.33  0.024
H: 3.20 4.45 4.00  0.306
H: 4.60 3.38 3.76  0.413
H: 4.78 4.14 1.39  -0.417
H: 5.32 6.32 3.38  0.372
H: 6.00 6.17 1.78  0.381
H: 6.32 4.95 2.97  0.414
H: 3.52 5.97 0.78  0.402
H: 2.56 5.12 1.52  -0.013
C: 2.19 3.16 -0.85  0.457
O: 3.11 3.36 -1.88  -0.467
C: 4.44 3.25 -1.37  -0.080
C: 5.53 3.20 -2.56  0.373
C: 5.37 1.94 -3.53  -1.402
N: 6.92 3.46 -2.22  -0.776
H: 1.24 3.31 -1.36  0.107
H: 2.16 3.98 -0.13  -0.030
H: 2.24 2.11 -0.54  -0.253
H: 4.74 4.07 -0.70  -0.068
H: 4.46 2.35 -0.77  -0.023
H: 5.48 4.12 -3.15  0.383
H: 5.78 2.17 -4.51  0.422
H: 4.29 1.77 -3.49  0.257
H: 5.88 1.09 -3.08  0.400
H: 7.38 3.03 -3.01  0.266
H: 7.12 4.45 -2.17  0.288
C: -6.82 1.28 1.06  -0.817
O: -5.86 0.44 0.46  -0.385
C: -5.03 1.15 -0.41  -0.459
C: -5.60 1.44 -1.75  0.821
C: -5.83 0.10 -2.58  -1.381
N: -4.70 2.29 -2.52  -0.650
H: -6.16 2.05 1.45  0.384
H: -7.29 0.71 1.85  0.280
H: -7.58 1.68 0.38  0.236
H: -4.59 2.08 -0.05  0.560
H: -4.24 0.40 -0.42  -0.117
H: -6.46 2.12 -1.71  0.303
H: -6.29 0.30 -3.54  0.457
H: -6.37 -0.67 -2.03  0.392
H: -4.90 -0.35 -2.93  0.210
H: -4.64 1.92 -3.46  0.166
H: -3.79 2.21 -2.09  0.104
C: -2.08 0.69 -4.02  -0.744
O: -1.11 -0.31 -4.46  0.285
C: -1.03 -0.53 -5.83  -1.163
C: 0.09 0.23 -6.64  0.637
C: 0.25 -0.06 -8.14  -1.633
N: 1.38 0.09 -5.92  -0.747
H: -2.44 0.63 -3.00  -0.089
H: -3.02 0.48 -4.54  0.400
H: -1.63 1.65 -4.26  0.336
H: -0.74 -1.58 -5.81  0.341
H: -1.95 -0.47 -6.40  0.402
H: -0.09 1.30 -6.57  0.300
H: 0.38 -1.12 -8.32  0.322
H: 1.13 0.46 -8.53  0.402
H: -0.50 0.31 -8.84  0.382
H: 1.08 0.25 -4.98  0.267
H: 1.43 -0.92 -5.89  0.269
C: 2.29 -5.53 -2.26  -0.585
O: 3.40 -4.75 -1.89  -0.457
C: 3.11 -3.42 -1.50  -0.149
C: 4.43 -2.63 -1.57  0.219
C: 4.37 -1.29 -0.81  -0.911
N: 4.94 -2.67 -2.96  -0.778
H: 1.42 -5.52 -1.61  0.062
H: 2.59 -6.58 -2.33  0.327
H: 1.91 -5.28 -3.26  0.327
H: 2.29 -3.07 -2.13  0.343
H: 2.87 -3.53 -0.44  0.182
H: 5.25 -3.20 -1.12  0.313
H: 3.47 -0.68 -0.77  -0.149
H: 5.01 -0.56 -1.30  0.335
H: 4.70 -1.41 0.22  0.404
H: 5.05 -3.65 -3.17  0.352
H: 4.16 -2.42 -3.55  0.218
C: -2.40 -2.21 2.62  -0.487
O: -3.33 -3.04 3.34  -0.575
C: -3.33 -2.74 4.75  -0.407
C: -4.37 -3.52 5.60  0.411
C: -5.76 -3.03 5.33  -1.397
N: -4.20 -3.29 7.02  -0.781
H: -2.55 -1.15 2.81  0.603
H: -2.74 -2.26 1.58  0.097
H: -1.37 -2.56 2.68  0.156
H: -2.31 -3.04 4.98  0.153
H: -3.42 -1.66 4.85  0.259
H: -4.25 -4.60 5.57  0.336
H: -5.90 -2.00 5.67  0.336
H: -6.55 -3.51 5.91  0.402
H: -6.00 -3.14 4.27  0.311
H: -4.31 -2.29 7.16  0.295
H: -3.23 -3.39 7.29  0.248
O: 0.68 -3.88 1.96  -0.233
C: -0.15 -4.90 1.51  0.425
C: 0.44 -6.30 1.90  -0.873
O: 0.50 -6.40 3.31  -0.529
H: 0.73 -4.09 2.89  0.035
H: -1.10 -4.86 2.06  0.074
H: -0.35 -4.81 0.44  0.049
H: 1.44 -6.52 1.54  0.270
H: -0.06 -7.14 1.42  0.492
H: -0.14 -7.05 3.60  0.313
O: -4.09 -3.29 -2.51  -0.556
C: -3.06 -2.48 -2.89  0.073
C: -1.83 -3.35 -3.18  -0.456
O: -1.42 -4.22 -2.22  -0.373
H: -3.72 -3.96 -1.92  0.357
H: -3.29 -1.78 -3.69  0.150
H: -2.89 -1.92 -1.97  0.213
H: -0.88 -2.89 -3.43  0.092
H: -2.08 -3.84 -4.12  0.367
H: -2.20 -4.60 -1.79  0.234
O: 0.00 -1.12 5.50  -0.524
C: 1.12 -1.68 4.73  0.309
C: 2.40 -1.26 5.47  -0.490
O: 2.65 -2.20 6.50  -0.606
H: -0.19 -1.62 6.30  0.264
H: 1.08 -2.73 4.44  0.238
H: 1.21 -1.03 3.86  -0.130
H: 2.31 -0.36 6.08  0.337
H: 3.31 -1.10 4.88  0.296
H: 2.05 -2.15 7.25  0.307
O: 0.04 3.18 1.94  -0.188
C: -0.91 3.37 2.94  -0.711
C: -0.88 2.02 3.83  0.265
O: 0.41 1.84 4.54  -0.493
H: 0.93 3.08 2.29  0.263
H: -0.56 4.20 3.56  0.347
H: -1.80 3.74 2.44  0.348
H: -1.04 1.10 3.26  -0.255
H: -1.54 2.11 4.69  0.505
H: 0.26 1.18 5.22  0.219
O: -1.39 0.72 -0.05  0.505
C: -0.94 -0.54 -0.33  2.965
C: 0.55 -0.50 -0.30  0.320
O: 1.02 -0.88 0.93  0.308
H: -1.04 1.18 0.71  -0.390
H: -1.51 -1.29 0.22  -1.580
H: -1.31 -0.78 -1.32  -1.517
H: 0.93 0.51 -0.43  -0.728
H: 0.91 -1.11 -1.14  -0.044
H: 1.16 -1.82 1.03  -0.106
O: -4.05 5.08 -2.34  -0.644
C: -2.89 5.39 -1.56  -0.373
C: -1.79 4.50 -2.13  -0.343
O: -2.00 3.14 -1.77  0.163
H: -4.16 4.13 -2.35  0.424
H: -2.78 6.48 -1.52  0.375
H: -3.07 4.92 -0.59  0.171
H: -0.78 4.73 -1.79  0.276
H: -1.59 4.66 -3.19  0.239
H: -1.19 2.64 -1.65  -0.170

Values from the calculation:
SMILES: COC[C@H](C)N.COC[C@H](C)N.COC[C@H](C)N.COC[C@H](C)N.COC[C@H](C)N.COC[C@H](C)N.OCCO.OCCO.OCCO.OCCO.OCCO.OCCO
Frontier orbital gap, eV: 9.024
Lowest unoccupied orbital energy, eV: 0.1
HOMO, eV: -9.0
Relative energy (zero: lowest compared OMol25 entry of this formula, charge and spin), kcal per mole: 185.7
Total energy, eV: -84769.4068

***

2.
C36H102N6O18 | ωB97M-V/def2-TZVPD

Each line ends with the Mulliken charge.
Element x y z (Å)
C: 1.11 -6.34 0.14  -1.729
C: 1.20 -4.98 0.76  0.347
C: 2.61 -4.53 1.12  -1.239
O: 2.50 -3.31 1.89  -0.059
C: 3.80 -3.09 2.38  -0.882
N: 0.51 -4.01 -0.11  0.350
H: 1.63 -6.22 -0.80  0.420
H: 0.05 -6.61 0.09  0.373
H: 1.71 -7.07 0.69  0.446
H: 0.65 -5.00 1.70  0.256
H: 3.06 -4.33 0.15  0.241
H: 3.15 -5.35 1.59  0.649
H: 3.83 -2.31 3.14  0.357
H: 4.43 -2.63 1.61  0.297
H: 4.39 -3.96 2.67  0.447
H: 0.63 -3.21 0.50  -0.299
H: 1.05 -3.88 -0.95  0.742
C: 2.90 2.65 -3.06  -2.258
C: 3.26 1.90 -1.73  0.089
C: 2.97 2.74 -0.47  1.197
O: 3.80 3.87 -0.49  -0.629
C: 3.82 4.57 0.74  -0.750
N: 2.34 0.76 -1.80  0.007
H: 2.97 2.07 -3.98  0.585
H: 3.58 3.49 -3.20  0.467
H: 1.86 2.99 -3.00  0.483
H: 4.30 1.55 -1.74  0.627
H: 3.24 2.12 0.39  -0.812
H: 1.89 2.94 -0.45  -0.611
H: 4.53 5.40 0.69  0.470
H: 4.34 4.02 1.54  0.318
H: 2.82 4.96 0.93  0.255
H: 1.44 1.14 -2.08  -1.739
H: 2.70 0.23 -2.58  0.045
C: -3.04 -1.11 5.32  -1.353
C: -3.50 0.35 5.08  0.551
C: -3.81 0.69 3.62  0.005
O: -2.81 0.10 2.78  0.114
C: -3.08 0.02 1.43  -1.301
N: -4.69 0.56 5.90  -0.779
H: -2.64 -1.18 6.33  0.452
H: -2.20 -1.36 4.67  0.011
H: -3.92 -1.70 5.09  0.344
H: -2.66 0.85 5.56  0.340
H: -3.82 1.77 3.48  -0.433
H: -4.79 0.30 3.32  0.391
H: -2.23 -0.31 0.84  -2.888
H: -3.48 0.96 1.04  -0.121
H: -3.86 -0.73 1.28  1.786
H: -4.95 1.51 5.68  0.258
H: -4.40 0.65 6.87  0.289
C: 0.70 -5.44 -3.38  -1.238
C: -0.61 -4.62 -3.23  -0.770
C: -0.39 -3.10 -2.86  0.875
O: 0.66 -2.90 -1.96  -0.690
C: 1.03 -1.54 -1.75  0.909
N: -1.39 -4.79 -4.50  -0.602
H: 1.47 -4.80 -3.82  0.227
H: 0.55 -6.35 -3.94  0.553
H: 1.04 -5.69 -2.37  -0.048
H: -1.09 -5.12 -2.39  0.329
H: -1.27 -2.54 -2.55  -1.425
H: 0.05 -2.77 -3.80  0.474
H: 1.47 -1.08 -2.64  0.154
H: 1.84 -1.68 -1.05  -0.245
H: 0.25 -0.87 -1.40  0.872
H: -1.27 -5.75 -4.79  0.325
H: -2.33 -4.61 -4.18  0.294
C: -5.51 5.07 1.21  -1.594
C: -3.94 5.06 0.94  0.309
C: -3.39 3.82 1.67  -0.030
O: -1.98 3.89 1.57  -0.460
C: -1.48 2.54 1.63  -0.129
N: -3.81 4.96 -0.45  -0.832
H: -5.96 5.77 0.50  0.425
H: -5.85 5.46 2.17  0.379
H: -6.00 4.12 1.01  0.339
H: -3.45 5.88 1.47  0.344
H: -3.86 2.92 1.27  -0.013
H: -3.55 3.82 2.74  0.518
H: -1.67 2.09 2.61  0.858
H: -0.40 2.65 1.64  -2.158
H: -1.81 1.77 0.94  0.961
H: -4.28 4.17 -0.86  0.239
H: -2.90 4.65 -0.76  0.597
C: -3.01 -0.61 -5.56  -1.754
C: -1.72 -0.81 -4.76  0.307
C: -0.70 0.30 -4.74  -0.189
O: 0.50 -0.28 -4.27  -0.347
C: 1.25 0.63 -3.56  -0.936
N: -2.20 -1.07 -3.42  -0.459
H: -2.81 -0.24 -6.57  0.431
H: -3.52 0.24 -5.11  0.418
H: -3.72 -1.44 -5.57  0.359
H: -1.26 -1.75 -5.07  0.224
H: -1.02 1.18 -4.18  -0.010
H: -0.48 0.65 -5.75  0.469
H: 2.18 0.09 -3.40  1.119
H: 0.87 0.92 -2.58  0.064
H: 1.46 1.52 -4.15  1.275
H: -2.64 -1.98 -3.32  0.541
H: -1.35 -1.15 -2.88  -1.225
C: 0.51 0.90 0.00  0.231
C: -0.51 -0.05 0.63  0.800
O: -0.25 -1.44 0.20  -0.645
O: 1.90 0.66 0.27  0.442
H: 0.14 1.92 0.10  0.408
H: 0.33 0.64 -1.04  0.306
H: -1.47 0.31 0.27  -1.316
H: -0.53 0.02 1.72  0.313
H: 0.56 -1.74 0.63  1.733
H: 2.36 0.72 -0.56  1.320
C: -2.11 -2.48 -0.28  0.095
C: -2.91 -1.27 -0.78  -0.992
O: -4.12 -1.10 -0.06  -0.557
O: -2.79 -3.76 -0.40  -0.609
H: -1.92 -2.31 0.77  0.655
H: -1.21 -2.49 -0.89  0.209
H: -3.12 -1.44 -1.84  0.786
H: -2.44 -0.31 -0.60  0.576
H: -4.52 -1.98 -0.07  0.525
H: -3.47 -3.75 0.29  0.551
C: -1.04 4.43 -1.44  -1.296
C: 0.15 3.55 -0.85  -0.701
O: 0.38 2.42 -1.73  0.716
O: -2.25 3.76 -1.16  -0.492
H: -0.93 4.63 -2.51  0.174
H: -1.16 5.36 -0.88  0.544
H: -0.04 3.23 0.17  0.504
H: 1.04 4.17 -0.81  0.483
H: -0.47 2.17 -2.10  -0.338
H: -2.27 2.98 -1.71  0.267
C: 1.90 -0.45 3.06  -0.364
C: 0.94 -1.70 2.93  -0.741
O: 0.89 -2.27 1.60  -1.030
O: 1.38 0.59 2.30  -0.529
H: 2.90 -0.69 2.69  0.085
H: 2.02 -0.24 4.12  0.525
H: -0.09 -1.51 3.22  0.034
H: 1.24 -2.48 3.63  0.666
H: 1.59 -2.93 1.55  1.078
H: 1.53 0.46 1.36  -1.334
C: 2.74 2.41 2.61  0.365
C: 1.42 3.18 2.34  -0.357
O: 0.38 2.23 2.09  -0.307
O: 2.71 1.91 3.94  -0.654
H: 3.66 2.99 2.50  -0.109
H: 2.80 1.60 1.89  0.182
H: 1.41 3.74 1.40  -0.251
H: 1.19 3.83 3.19  0.732
H: 0.66 1.32 2.15  1.800
H: 3.50 1.36 4.02  0.509
C: 3.98 -1.02 0.24  -0.339
C: 5.03 0.02 0.62  -1.008
O: 5.65 -0.28 1.85  -0.541
O: 3.50 -0.89 -1.13  -0.634
H: 3.13 -0.96 0.92  -0.337
H: 4.43 -2.02 0.26  1.454
H: 4.51 0.98 0.66  -0.031
H: 5.76 0.20 -0.18  0.580
H: 6.60 -0.15 1.78  0.376
H: 2.93 -0.13 -1.25  -0.676

Values from the calculation:
Frontier orbital gap, eV: 5.777
Lowest unoccupied orbital energy, eV: 0.1
HOMO, eV: -5.7
Relative energy (zero: lowest compared OMol25 entry of this formula, charge and spin), kcal per mole: 1100.2
Total energy, eV: -84729.7489

***

3.
C36H102N9O12Sr | ωB97M-V/def2-TZVPD

Each line ends with the Mulliken charge.
Element x y z (Å)
Sr: 12.67 -1.06 3.12  1.519
O: 14.81 -0.11 3.63  1.096
H: 15.63 -0.01 3.12  -1.781
O: 12.30 -3.08 4.37  -0.905
H: 12.42 -3.58 5.21  -0.279
O: 13.35 -2.81 1.60  -1.517
H: 14.15 -2.78 1.04  0.273
C: 16.87 2.32 6.50  -1.510
C: 15.36 2.54 6.54  0.142
C: 14.76 3.54 5.53  1.460
O: 15.58 4.70 5.63  -0.448
C: 14.85 5.76 4.95  -0.742
N: 14.83 1.23 6.21  -0.250
H: 17.21 1.67 7.30  0.474
H: 17.37 3.26 6.71  0.502
H: 17.21 1.88 5.56  0.090
H: 15.19 2.90 7.55  0.185
H: 13.76 3.75 5.90  0.139
H: 14.68 3.16 4.51  -1.031
H: 14.06 6.17 5.58  0.284
H: 14.56 5.49 3.93  0.239
H: 15.52 6.62 4.98  0.339
H: 14.91 0.91 5.26  -0.316
H: 15.39 0.54 6.70  0.184
C: 15.33 -6.12 5.53  -0.681
C: 14.08 -6.53 4.74  0.415
C: 12.82 -6.88 5.60  -0.370
O: 13.07 -8.07 6.26  -0.325
C: 11.99 -8.51 7.01  -0.660
N: 13.78 -5.43 3.89  -0.180
H: 16.14 -5.80 4.87  -0.053
H: 15.91 -6.89 6.03  0.527
H: 15.13 -5.25 6.16  -0.150
H: 14.35 -7.39 4.13  0.447
H: 12.01 -7.08 4.91  0.460
H: 12.53 -6.08 6.29  -0.070
H: 12.18 -9.42 7.57  0.232
H: 11.18 -8.71 6.31  0.358
H: 11.63 -7.70 7.65  0.166
H: 14.65 -5.17 3.43  0.495
H: 13.57 -4.58 4.38  -0.305
C: 12.47 -0.57 -2.74  -1.615
C: 13.23 -1.23 -1.55  0.064
C: 14.48 -0.45 -1.10  0.707
O: 15.59 -0.86 -1.98  -0.517
C: 16.71 -0.02 -1.89  -0.632
N: 12.29 -1.31 -0.42  -0.072
H: 11.63 -1.18 -3.08  0.421
H: 13.19 -0.46 -3.56  0.396
H: 12.06 0.38 -2.43  0.160
H: 13.42 -2.25 -1.90  0.456
H: 14.84 -0.69 -0.10  -0.817
H: 14.36 0.63 -1.15  0.633
H: 16.36 1.00 -2.06  0.303
H: 17.39 -0.25 -2.71  0.353
H: 17.25 -0.09 -0.95  0.106
H: 12.66 -1.96 0.25  0.058
H: 11.45 -1.81 -0.67  0.334
C: 11.66 -7.08 11.18  -1.611
C: 11.95 -5.58 10.74  0.568
C: 12.36 -5.35 9.25  -0.807
O: 12.62 -3.96 9.14  -0.511
C: 12.83 -3.50 7.86  -0.464
N: 10.70 -4.88 10.97  -0.739
H: 11.26 -7.25 12.18  0.406
H: 12.58 -7.67 11.15  0.377
H: 10.93 -7.58 10.54  0.402
H: 12.75 -5.11 11.31  0.313
H: 11.47 -5.59 8.67  0.305
H: 13.15 -6.01 8.89  0.524
H: 13.25 -2.51 7.69  0.355
H: 11.97 -3.47 7.19  0.397
H: 13.63 -4.11 7.43  -0.151
H: 10.56 -4.30 10.15  0.281
H: 9.94 -5.54 10.97  0.282
C: 16.93 -3.11 7.14  -1.656
C: 16.68 -2.01 6.14  1.234
C: 17.95 -1.36 5.47  0.362
O: 18.72 -0.71 6.49  -0.454
C: 19.91 -0.19 5.91  -0.581
N: 15.83 -2.45 5.06  0.400
H: 17.61 -2.81 7.93  0.426
H: 17.41 -3.95 6.64  0.346
H: 16.06 -3.58 7.59  0.212
H: 15.97 -1.29 6.56  -0.554
H: 17.63 -0.61 4.74  -0.194
H: 18.51 -2.14 4.95  0.265
H: 19.69 0.50 5.09  0.058
H: 20.52 -1.02 5.55  0.339
H: 20.46 0.32 6.70  0.312
H: 15.00 -2.80 5.50  -0.393
H: 15.55 -1.69 4.46  -0.464
C: 16.35 3.15 0.37  -1.909
C: 16.20 1.96 1.31  1.821
C: 17.42 1.77 2.25  0.454
O: 18.51 1.39 1.30  -0.478
C: 19.63 0.86 2.06  -0.608
N: 14.94 2.11 2.02  0.340
H: 16.63 4.10 0.82  0.362
H: 15.50 3.22 -0.30  0.341
H: 17.23 3.02 -0.27  0.401
H: 16.05 1.05 0.73  -0.893
H: 17.27 0.92 2.90  -0.658
H: 17.67 2.63 2.88  0.582
H: 19.26 -0.04 2.54  0.037
H: 19.96 1.47 2.91  0.322
H: 20.42 0.64 1.35  0.352
H: 14.84 1.30 2.62  -0.090
H: 15.05 2.84 2.72  -0.053
C: 16.81 -2.48 0.94  -1.479
C: 16.89 -3.88 1.61  0.284
C: 18.25 -4.09 2.25  0.323
O: 19.38 -4.06 1.35  -0.401
C: 20.62 -3.91 2.02  -0.777
N: 15.78 -4.05 2.52  -0.094
H: 15.91 -2.34 0.35  0.300
H: 17.63 -2.30 0.25  0.602
H: 16.84 -1.66 1.65  0.170
H: 16.72 -4.69 0.89  0.461
H: 18.18 -5.06 2.76  0.371
H: 18.42 -3.30 2.98  -0.665
H: 20.79 -4.66 2.79  0.330
H: 20.85 -2.95 2.48  0.236
H: 21.31 -4.16 1.22  0.303
H: 16.00 -3.38 3.24  -0.403
H: 14.93 -3.74 2.08  0.030
C: 11.66 2.73 0.21  -1.523
C: 11.27 1.87 1.38  0.908
C: 9.91 1.24 1.26  -0.693
O: 8.90 2.27 1.08  -0.387
C: 8.28 2.28 -0.24  -0.786
N: 12.35 0.87 1.45  1.074
H: 12.72 2.97 0.09  0.192
H: 11.12 3.67 0.28  0.490
H: 11.40 2.32 -0.76  0.064
H: 11.35 2.40 2.33  0.129
H: 9.76 0.73 2.21  0.106
H: 9.83 0.42 0.54  0.281
H: 7.59 3.12 -0.36  0.309
H: 7.87 1.37 -0.69  0.320
H: 9.07 2.47 -0.96  0.273
H: 13.24 1.35 1.43  0.117
H: 12.41 0.33 0.60  -0.318
C: 10.93 -0.47 6.41  -1.528
C: 10.85 0.84 5.58  0.288
C: 10.74 2.12 6.42  -0.966
O: 10.88 3.27 5.55  -0.267
C: 10.43 4.49 6.19  -0.991
N: 12.05 0.92 4.74  0.815
H: 10.09 -0.49 7.11  0.566
H: 11.85 -0.53 6.99  0.174
H: 10.84 -1.32 5.73  0.353
H: 10.07 0.91 4.83  0.411
H: 11.50 2.24 7.19  0.356
H: 9.75 2.05 6.88  0.512
H: 10.90 5.36 5.75  0.278
H: 10.81 4.48 7.21  0.363
H: 9.34 4.53 6.29  0.327
H: 12.84 1.10 5.34  -0.379
H: 11.84 1.83 4.35  -0.158

Values from the calculation:
Frontier orbital gap, eV: 6.874
Lowest unoccupied orbital energy, eV: 2.1
HOMO, eV: -4.7
Relative energy (zero: lowest compared OMol25 entry of this formula, charge and spin), kcal per mole: 0.0
Total charge: -1
Total energy, eV: -77799.3594